{
  "formula": "C2H4ClPS2",
  "method": "wB97M-V/def2-TZVPD",
  "elements": ["P", "Cl", "C", "C", "H", "H", "H", "H", "S", "S"],
  "positions_angstrom": [[-0.42657, -1.58787, 1.10846], [1.06514, -2.05269, 2.37462], [0.64717, -0.20386, -0.60992], [-0.28787, 0.95883, -0.84104], [0.28824, 1.83787, -0.64633], [0.76169, -0.93099, -1.35640], [1.44447, 0.06967, -0.06720], [-0.50452, 0.95782, -1.84896], [-1.90300, 0.66976, -0.01925], [-1.08475, 0.28146, 1.90602]],
  "forces_ev_per_a": [[0.21, 2.09, -2.31], [0.82, -0.12, 0.53], [-4.03, -1.56, 1.44], [0.77, -1.83, 1.09], [-0.46, 0.98, 0.72], [0.30, -0.67, -1.08], [3.16, 0.56, 1.67], [-0.83, 0.18, -2.34], [0.82, 0.51, 1.33], [-0.76, -0.14, -1.05]],
  "gap_ev": 8.5,
  "e_tot_ha": -1676.502176,
  "spin_multiplicity": 1,
  "charge": 0
}

{
  "formula": "C5H3ClOS",
  "method": "wB97M-V/def2-TZVPD",
  "elements": ["O", "S", "H", "C", "C", "C", "C", "H", "C", "Cl", "H"],
  "positions_angstrom": [[-2.43742, -1.10660, -0.00462], [-2.57072, 1.48826, -0.00030], [-0.17764, -1.28483, -0.04627], [2.03188, 0.05508, -0.00606], [3.13833, -0.38776, -0.00602], [0.72183, 0.60442, -0.00349], [-0.33119, -0.24195, 0.03523], [-3.36119, -0.82463, -0.01520], [-1.79753, 0.07028, 0.00950], [0.63419, 2.31848, 0.00155], [4.14946, -0.69075, 0.03568]],
  "forces_ev_per_a": [[-0.32, 0.31, 0.00], [-0.21, 0.29, 0.00], [0.57, -0.86, 0.15], [-0.34, 0.35, -0.10], [0.49, 0.04, 0.09], [-0.76, -0.83, 0.22], [-1.05, 1.87, -0.44], [-0.52, -0.43, -0.02], [1.87, -0.42, 0.14], [0.04, -0.08, 0.01], [0.23, -0.24, -0.05]],
  "gap_ev": 8.2,
  "e_tot_ha": -1125.852296,
  "spin_multiplicity": 1,
  "charge": 0
}

{
  "formula": "C53H58GeMoN3P",
  "method": "wB97M-V/def2-TZVPD",
  "elements": ["C", "H", "H", "C", "C", "H", "C", "C", "H", "C", "H", "C", "P", "H", "N", "C", "C", "C", "H", "H", "C", "C", "H", "H", "C", "C", "H", "H", "H", "H", "C", "H", "H", "C", "H", "C", "H", "C", "H", "C", "C", "C", "H", "H", "H", "N", "C", "C", "H", "H", "C", "C", "C", "C", "C", "H", "H", "H", "H", "H", "H", "H", "H", "C", "C", "H", "H", "C", "C", "N", "H", "C", "C", "C", "H", "C", "H", "C", "H", "C", "H", "C", "C", "C", "C", "C", "H", "H", "H", "C", "H", "H", "H", "Mo", "C", "C", "H", "H", "H", "H", "C", "H", "C", "H", "H", "C", "C", "C", "H", "C", "H", "C", "H", "H", "Ge", "H", "H"],
  "positions_angstrom": [[-6.84245, -0.61602, 1.20201], [3.44307, -6.23894, 0.92454], [4.52093, 5.45539, -2.80548], [3.30445, -0.30327, 1.44537], [3.99519, -5.21849, 2.72698], [-0.69770, 3.80214, -3.60606], [3.85111, -4.06989, 3.49899], [4.84323, -6.29501, 3.18799], [1.53785, 2.37191, 0.74490], [1.49084, -2.05932, 1.35374], [-1.53650, -6.07568, -2.94797], [-6.23472, -1.80244, 0.81469], [0.50095, 1.60043, -2.04174], [3.25383, -1.59680, -5.17931], [1.21774, 0.30996, 0.70670], [-1.58960, -2.88712, -1.88880], [3.23419, 1.06683, 1.40543], [1.61540, 4.18981, -1.35010], [0.55268, 1.04490, -5.76618], [5.15621, 3.24330, -2.34543], [3.20612, 2.37138, -2.05993], [1.24525, 1.19208, -4.93334], [-3.02511, 4.89829, -3.51110], [4.37034, -3.99062, 4.44436], [4.16536, 3.32104, -2.79545], [0.09857, -2.29258, 1.39593], [-0.96524, -2.18858, -1.31525], [-0.12105, -4.45361, -1.71060], [1.62092, 3.19569, -3.23448], [1.39879, -2.64799, -4.17222], [2.31743, -1.07884, -5.38930], [-6.92375, 1.51278, 0.93681], [-1.72344, 1.53393, -1.89214], [-3.31341, 0.44243, -6.05416], [-1.03219, 2.43236, 0.23102], [-5.21286, -1.78620, -0.12572], [0.51356, -1.16984, -2.47968], [2.02657, -0.79816, 1.07050], [-2.76907, -3.44199, 2.53774], [-1.10770, 2.49548, -1.93373], [-2.82805, -2.45410, -2.33590], [-4.42635, 1.26023, -6.21487], [-4.74343, -2.71929, -0.41638], [-2.17559, -0.75943, -4.69529], [-3.35989, 2.41639, -0.05413], [5.51670, -7.14976, 3.55406], [-3.56675, 3.84947, -1.68664], [-2.53897, 4.45159, -2.64415], [-4.65974, 1.66719, -7.19050], [-2.05535, 2.72362, -3.84794], [-1.61891, 0.05127, -1.44306], [-2.03156, -1.69275, 1.41762], [-6.44228, 0.58998, 0.64042], [-3.02767, -0.09500, -4.80695], [2.37496, -3.15253, 1.83706], [2.91987, -2.14803, 3.65814], [4.26837, 3.00812, -3.83738], [1.97543, -4.40915, 0.13999], [1.41853, 3.96535, -0.30262], [2.98034, 0.83683, -6.15158], [4.13662, -0.90527, 1.77433], [-5.14499, 1.55743, -0.74964], [-0.51204, 0.52737, -3.87553], [-1.39364, 3.09732, -0.55820], [-2.89683, 3.34741, -0.38747], [2.15128, -0.55245, -2.82677], [2.04927, -1.31864, -6.41857], [-1.56858, 3.36373, -3.10418], [-3.13543, -4.67347, -3.25271], [-0.81304, -1.30311, 0.99369], [-4.07219, 3.02612, -2.20211], [-5.42849, 0.61043, -0.30704], [-4.96377, 1.00423, -3.88326], [-0.61300, -3.30935, 2.04716], [-3.04129, 4.06968, 0.41582], [-1.88910, -5.06668, -2.77852], [0.23759, -1.58667, -4.95337], [1.77111, 2.90974, -2.18942], [1.43720, 2.26453, -4.89820], [-1.94665, -2.91543, 2.08010], [-6.55996, -2.74252, 1.24169], [0.54604, 0.68049, -3.64832], [-3.84841, 0.18427, -3.70933], [2.90398, 5.04064, -1.44016], [3.32210, -5.34210, 1.51635], [1.15426, -0.68316, -3.25306], [-0.18080, -4.20161, 2.47347], [3.55358, 4.81952, -0.58893], [-3.74713, -5.37941, -3.79901], [-3.60280, -3.38106, -3.03556], [3.03008, 5.00325, -3.59038], [3.46310, 2.31487, -1.00230], [-4.57689, -3.09643, -3.41797], [-0.08951, -0.53631, -0.74548], [-5.25056, 1.54030, -5.13381], [1.20977, -1.61254, -4.45330], [-2.68116, 0.21546, -6.90372], [3.27222, 0.62853, -4.44732], [-0.84604, 4.03553, -0.46516], [-4.33383, 4.58565, -1.44805], [1.94428, 1.39153, 0.93240], [-2.90295, -1.08226, 1.23530], [3.67180, 4.77726, -2.73327], [2.63898, 6.09422, -1.36240], [3.30203, 1.35729, -2.45463], [-4.79721, -0.57720, -0.69243], [2.54188, 0.43851, -5.23749], [3.04704, -3.03536, 3.05066], [-7.63635, -0.63125, 1.93748], [2.50420, -4.31356, 1.08041], [-6.12318, 2.16703, -5.26567], [-1.09288, -4.16317, -2.08752], [-1.99448, 5.25498, -2.13885], [-5.62378, 1.21837, -3.05102], [-3.43517, -0.63294, -2.02744], [0.76549, 4.76720, -1.71946], [4.00385, 1.76902, 1.68414]],
  "forces_ev_per_a": [[0.00, 0.01, -0.01], [-0.01, 0.00, 0.01], [-0.02, 0.02, -0.03], [0.06, 0.04, 0.04], [0.16, -0.21, 0.10], [-0.07, 0.08, 0.00], [0.00, 0.06, 0.04], [-0.11, 0.16, -0.05], [0.02, 0.00, -0.02], [0.01, 0.22, 0.40], [-0.02, 0.02, -0.01], [0.02, -0.01, -0.03], [-0.56, 0.45, -0.38], [-0.01, -0.02, -0.02], [0.11, -0.06, 0.31], [-0.01, -0.09, -0.21], [0.02, 0.02, 0.04], [0.13, 0.04, -0.09], [-0.01, 0.03, 0.02], [0.00, -0.01, -0.02], [-0.03, 0.14, -0.17], [-0.08, 0.05, -0.01], [-0.01, -0.01, 0.01], [-0.02, 0.00, 0.00], [0.00, 0.02, 0.03], [0.13, 0.05, -0.17], [0.02, -0.31, 0.21], [0.00, 0.01, 0.01], [-0.01, 0.02, -0.02], [0.03, 0.01, 0.03], [-0.06, 0.03, -0.03], [0.00, -0.01, -0.01], [-0.16, 1.00, -0.49], [0.03, 0.01, 0.06], [0.04, 0.01, 0.06], [-0.02, 0.10, 0.06], [-0.16, -0.62, -0.16], [-0.19, -0.16, -0.02], [0.03, 0.02, -0.01], [-0.37, -0.53, 0.12], [0.12, -0.17, -0.05], [-0.01, 0.02, 0.00], [0.00, 0.01, 0.01], [-0.02, -0.04, -0.01], [-0.04, 0.02, 0.04], [-0.03, 0.03, -0.02], [0.08, 0.06, 0.05], [-0.01, -0.05, 0.08], [0.01, 0.00, 0.02], [0.01, 0.01, 0.00], [1.19, -1.61, 2.02], [0.06, -0.03, -0.01], [0.03, -0.03, -0.02], [-0.09, 0.10, -0.03], [-0.01, 0.05, -0.17], [0.02, -0.01, -0.01], [0.01, 0.01, 0.01], [0.00, 0.00, 0.00], [-0.09, 0.04, -0.01], [0.02, 0.00, 0.00], [-0.03, 0.01, -0.02], [0.00, -0.01, 0.00], [-0.04, -0.08, 0.08], [0.18, 0.23, -0.10], [0.05, -0.01, -0.11], [-0.01, -0.07, 0.08], [0.02, 0.01, 0.00], [0.33, 0.07, -0.13], [0.01, 0.06, 0.02], [-0.08, -0.17, -0.15], [0.01, 0.00, 0.00], [-0.04, -0.12, 0.02], [0.06, -0.02, -0.10], [-0.01, -0.08, -0.02], [0.00, -0.01, 0.02], [-0.02, 0.00, -0.01], [0.00, -0.05, 0.02], [0.47, -0.32, 0.32], [-0.03, 0.00, -0.01], [-0.04, 0.00, 0.01], [0.01, 0.02, -0.01], [0.29, -0.24, 0.00], [-0.04, 0.22, -0.25], [-0.02, -0.06, -0.03], [-0.04, 0.01, -0.08], [0.04, 0.47, -0.20], [-0.01, 0.05, 0.04], [-0.01, 0.00, -0.01], [0.00, 0.01, 0.02], [0.04, -0.04, 0.01], [0.01, 0.00, 0.01], [0.00, -0.02, 0.01], [0.01, -0.01, 0.00], [-1.13, 1.45, -0.83], [0.04, -0.02, 0.04], [0.06, 0.07, -0.09], [-0.02, -0.01, 0.01], [0.01, 0.01, -0.02], [-0.03, -0.02, 0.08], [-0.03, -0.04, 0.00], [0.01, -0.02, 0.03], [0.00, -0.03, -0.06], [0.01, -0.01, 0.04], [0.02, 0.01, 0.04], [0.01, -0.01, 0.03], [-0.22, 0.15, 0.35], [-0.07, -0.08, 0.03], [0.02, -0.01, 0.03], [0.01, 0.00, -0.01], [0.02, -0.04, -0.01], [0.01, -0.01, 0.00], [-0.08, 0.03, -0.04], [-0.02, 0.01, -0.04], [-0.02, -0.03, -0.01], [0.14, -0.21, -0.42], [0.01, -0.02, -0.01], [-0.04, -0.01, 0.00]],
  "gap_ev": 6.4,
  "e_tot_ha": -4704.486122,
  "spin_multiplicity": 1,
  "charge": 2
}

{
  "formula": "C41H39MoN4OS3Te2",
  "method": "wB97M-V/def2-TZVPD",
  "elements": ["H", "H", "C", "H", "C", "C", "C", "C", "H", "C", "H", "C", "H", "H", "C", "C", "H", "H", "H", "O", "C", "H", "H", "C", "C", "H", "C", "C", "H", "C", "C", "C", "C", "S", "C", "C", "C", "H", "H", "H", "C", "H", "H", "H", "H", "C", "H", "H", "H", "C", "C", "N", "H", "C", "C", "C", "H", "C", "H", "N", "Te", "S", "C", "H", "C", "C", "C", "H", "C", "H", "C", "Mo", "H", "N", "H", "C", "C", "H", "H", "H", "N", "C", "H", "Te", "H", "H", "C", "C", "C", "S", "H"],
  "positions_angstrom": [[-2.13370, -5.21700, -0.21207], [0.39429, 7.60294, -3.27146], [1.94420, -2.65660, -0.90646], [0.13584, -4.09251, 0.65599], [-6.30168, 2.90488, 0.53639], [0.78157, -4.65477, 0.01527], [1.79089, 6.21288, -2.44114], [0.94669, 4.76971, 2.12134], [0.17067, 7.75232, 4.48182], [2.77932, -0.26166, 4.72104], [4.71470, -1.37308, 4.79220], [-2.89986, -1.38423, 2.97466], [-1.23475, 5.45468, 4.53928], [0.72178, -1.00901, -3.20323], [0.87801, 4.57730, -0.91493], [1.96086, -4.01880, -0.58604], [2.19909, -2.32369, 1.48978], [5.93340, -5.34841, -1.09844], [3.89183, -0.15738, -0.90300], [-3.22382, -2.43208, 2.41049], [5.29951, -5.14990, -1.97882], [2.69704, 6.66440, -2.88820], [2.98363, 4.64558, -1.51636], [-6.04808, 1.89901, -0.35943], [-1.28472, -2.51985, -1.86401], [-2.87538, -0.20242, 4.79548], [-2.16920, -3.60542, -1.61715], [3.76055, -1.19120, 4.33316], [-0.42722, -0.57913, -4.48789], [-0.33256, -0.81370, -3.45966], [1.99293, 5.06585, -1.68500], [-2.83320, -4.21907, -2.69142], [0.50184, 6.74483, -2.58054], [-5.58542, 0.76346, -1.27023], [-0.57616, 6.15246, -1.97203], [3.21191, -0.53440, -1.67033], [2.41381, -1.80002, 2.43655], [4.13405, -2.84654, 2.99015], [-1.78225, -3.67150, 0.55518], [-1.77738, -2.28827, -5.22325], [-3.39549, -4.43764, -5.11919], [-3.32155, -5.53544, -5.16165], [0.13111, -5.18142, -0.70712], [-4.33724, -1.32202, 4.50487], [2.27365, -0.00145, -1.60059], [-6.99022, 4.13559, 0.21395], [-0.65575, 0.05129, -2.88140], [5.97460, -4.82786, -2.77265], [4.88028, -2.41808, -2.67240], [-0.40558, 5.06687, -1.08415], [0.42769, 6.82874, 3.95538], [-5.43691, 2.34161, 2.85127], [4.91255, -6.09015, -2.34852], [-2.69620, -3.72649, -3.99892], [-1.86121, -2.65074, -4.22274], [4.09396, -2.85069, -2.00936], [-0.90536, 3.96400, 2.70668], [-0.41100, 5.69958, 3.87609], [-3.61035, -4.96002, -2.63639], [-1.78595, -0.71964, 2.46078], [0.08693, -1.61978, -0.31074], [-0.55531, 1.90842, 0.72009], [1.81559, 5.80591, 2.18485], [2.63912, 5.92069, 1.45110], [-2.38378, -4.14919, -0.22134], [3.51914, -2.00343, 3.22211], [3.11273, -4.73527, -0.92193], [3.67445, -0.23633, -2.63304], [1.61133, 6.80476, 3.16931], [3.08777, -5.81665, -0.59265], [-0.17050, 4.72447, 2.92736], [-0.27353, -0.04612, 1.98204], [2.79026, 0.26019, 5.70233], [-7.56754, 5.10168, -0.03060], [-1.28071, 4.58296, -0.68012], [1.58196, -0.18665, 3.95088], [-5.82691, 2.57238, 1.78932], [-2.96333, -4.07094, -6.06724], [-4.48964, -4.24168, -5.11394], [-3.44387, -4.12081, 0.14796], [1.51335, -0.86018, 2.76124], [-1.17361, -2.04585, -3.17571], [1.16774, -5.46326, 0.63202], [1.47342, 3.27651, 0.65696], [2.29332, 7.67527, 3.22641], [-4.18888, 0.25257, 3.66278], [4.16466, -4.21423, -1.62679], [-3.59490, -0.60699, 4.07326], [3.08612, -2.02624, -1.50823], [0.24045, 0.80932, 4.35819], [-1.57989, 6.52279, -2.13748]],
  "forces_ev_per_a": [[0.02, 0.14, 0.00], [-0.17, -0.53, 0.69], [0.72, 0.60, 0.32], [0.05, 0.60, 0.19], [-0.50, -0.81, -2.87], [0.05, -2.54, 0.20], [0.72, -0.29, -0.03], [-0.37, -0.81, -0.45], [0.19, -0.69, 0.33], [-0.37, -0.77, 0.43], [0.01, 0.37, 0.78], [-1.64, -1.78, -1.13], [-0.17, 0.85, -0.08], [-0.27, 0.13, -0.28], [1.33, -0.09, -1.00], [0.07, 1.58, -0.81], [0.39, 0.04, 0.74], [-0.33, 0.02, -0.24], [-0.07, 0.08, 0.11], [0.53, 2.31, 1.65], [0.46, 0.16, -0.03], [-0.93, -0.16, 0.01], [-0.14, 0.12, -0.26], [-0.05, 1.28, 0.48], [-0.66, -0.83, -0.25], [-0.22, -0.28, -0.08], [0.20, -0.03, 1.10], [-1.11, 0.37, -0.45], [0.17, 0.35, -1.04], [0.24, -0.75, 0.73], [-1.29, 0.12, 1.64], [0.18, 1.62, -0.75], [1.00, 0.61, -1.07], [-0.31, 0.18, 0.11], [-0.39, -0.69, 0.76], [0.60, 0.15, -0.57], [0.02, -0.10, -0.62], [0.58, -0.09, -0.15], [-0.21, 0.10, -0.29], [0.27, 0.41, -0.45], [-0.48, 0.31, -1.05], [0.33, 0.38, 0.51], [0.35, 0.46, -0.01], [0.72, 0.69, 0.04], [-0.36, 0.03, 0.13], [0.04, -0.44, 0.10], [-0.10, -0.03, 0.09], [-0.17, 0.53, 0.10], [-0.60, -0.32, 0.83], [0.27, 0.37, -0.88], [0.91, -0.74, -0.97], [0.06, -0.16, -0.44], [-0.22, -0.32, 0.21], [0.23, -1.17, 0.81], [-0.13, -0.19, 0.68], [0.65, -0.37, 0.28], [-0.08, -0.32, 0.55], [0.12, 0.18, 0.09], [0.14, -0.52, 0.94], [2.43, 1.45, -1.16], [0.11, -0.72, -2.02], [0.31, 1.14, -0.44], [1.62, 1.66, 0.53], [-0.33, -0.10, 0.75], [-0.86, -0.60, 0.44], [-0.56, -0.14, -0.41], [-1.23, -1.77, 1.20], [-0.23, -0.40, 0.41], [-0.88, 0.78, -0.43], [0.35, 1.24, -0.58], [-0.12, -0.77, -0.42], [-1.17, -1.26, 2.14], [0.28, -0.22, -1.01], [0.32, -0.33, 0.06], [0.00, 0.08, 0.45], [2.46, -0.28, 0.29], [0.53, 0.19, 2.53], [-0.49, -0.17, 0.24], [0.63, 0.13, -0.05], [0.84, 0.27, -0.62], [-1.00, 0.67, 0.95], [0.77, 1.33, 0.51], [-0.10, -0.29, 0.24], [-1.73, 0.43, 0.30], [-0.45, -0.72, -0.16], [0.66, -0.67, 0.06], [0.41, 0.61, -0.92], [-1.04, -0.69, -0.25], [-1.33, -0.20, -0.39], [-0.50, 0.01, -1.60], [0.05, 0.02, -0.04]],
  "gap_ev": [6.1, 6.0],
  "e_tot_ha": -3678.110564,
  "spin_multiplicity": 2,
  "charge": 2
}